1.
Entry from the Open Molecules 2025 dataset: C37H28BrN5O4S2Sm as an isolated structure (ωB97M-V/def2-TZVPD).

The calculation puts the LUMO energy (spin up / spin down) at 1.163 / 1.163 eV. Its expectation value of S² is 8.758. The spin multiplicity is 6. The total energy comes out at -6030.0686 Eh. The HOMO energy (spin up / spin down) comes out at -4.04 / -4.05 eV. As for the charge: -1.

Last column: Mulliken charge in e.
Geometry (Å):
Sm1 -0.23313 0.04785 0.30941  0.659
O1 -2.39293 -4.75554 2.37156  -0.700
C1 -3.40372 -3.87214 2.42459  0.495
C2 -4.67413 -4.36577 2.72707  -0.704
C3 -5.76379 -3.51801 2.77015  -0.266
C4 -5.61522 -2.15796 2.51201  -0.938
C5 -4.35578 -1.66589 2.22018  -0.304
C6 -3.23681 -2.49562 2.18089  0.244
C7 -1.91626 -1.88230 1.88464  0.934
O2 -1.84111 -0.60347 1.77623  -0.644
N1 -0.90188 -2.70918 1.74622  -1.171
N2 0.26555 -2.02048 1.45880  0.454
C8 1.28123 -2.71295 1.10384  0.074
C9 2.58162 -2.14266 0.78654  0.786
C10 3.62555 -3.03553 0.51150  -0.989
C11 4.90849 -2.60187 0.25460  -0.770
C12 5.15941 -1.22499 0.28077  -0.288
C13 4.15179 -0.32214 0.53619  -0.679
C14 2.82695 -0.74374 0.77420  0.389
O3 1.88208 0.12803 0.97764  -0.452
H1 -1.59906 -4.25022 2.03896  0.555
H2 -4.77651 -5.42759 2.91127  0.405
H3 -6.74285 -3.92334 2.99902  0.355
H4 -6.47013 -1.49532 2.53499  0.405
H5 -4.20140 -0.61658 2.00707  0.389
H6 1.17518 -3.79740 1.03925  0.223
H7 3.40270 -4.09810 0.50702  0.342
H8 5.69985 -3.30735 0.04032  0.384
H9 6.16174 -0.85830 0.08786  0.375
H10 4.33582 0.74531 0.54069  0.414
O4 -0.63587 -1.71361 -1.14351  -0.276
N3 -1.18043 -1.59872 -2.34907  0.154
C15 -0.58792 -2.28413 -3.34672  -0.161
C16 -1.06617 -2.23010 -4.62540  -0.859
C17 -2.17703 -1.41984 -4.87749  -0.069
C18 -2.74609 -0.70797 -3.85384  -0.863
C19 -2.24486 -0.76274 -2.53458  0.459
S1 -2.85225 0.13017 -1.21801  -0.428
H11 0.27324 -2.85074 -3.02992  0.491
H12 -0.56601 -2.78866 -5.40237  0.388
H13 -2.58223 -1.34350 -5.87884  0.367
H14 -3.59545 -0.06103 -4.02035  0.419
Br1 1.27814 1.17470 7.84345  -0.222
C20 0.78465 1.48318 6.03813  0.079
C21 0.70583 0.41851 5.15798  -0.942
C22 0.34754 0.65595 3.84015  -0.042
C23 0.04852 1.94116 3.40602  -0.054
C24 0.16666 3.00332 4.29945  -0.976
C25 0.52871 2.77762 5.61849  -0.704
N4 -0.31590 2.10233 2.03523  0.489
C26 -0.84444 3.19691 1.64195  -0.299
C27 -1.11048 3.46582 0.22458  0.739
C28 -1.66723 4.68472 -0.14637  -0.851
C29 -1.85352 4.94361 -1.49334  -0.361
C30 -1.48168 3.97599 -2.41325  -1.101
C31 -0.95466 2.77680 -1.95477  -0.070
N5 -0.76463 2.51943 -0.66134  0.197
H15 0.92672 -0.58700 5.48778  0.496
H16 0.30598 -0.16526 3.14096  1.208
H17 0.00744 4.02370 3.97896  0.266
H18 0.62398 3.60436 6.30873  0.406
H19 -1.10151 4.00217 2.33129  0.239
H20 -1.93834 5.40799 0.61192  0.397
H21 -2.27955 5.88447 -1.81830  0.415
H22 -1.60246 4.12709 -3.47739  0.422
H23 -0.65283 1.98566 -2.63086  0.479
S2 1.29226 0.30751 -2.34083  -0.008
C32 2.50773 1.07323 -3.32864  -0.081
C33 3.82579 1.24965 -2.87827  -0.042
C34 4.78681 1.84647 -3.67770  -0.556
C35 4.47210 2.29383 -4.95680  -0.423
C36 3.17225 2.12703 -5.42244  -0.583
C37 2.20936 1.52882 -4.62462  -0.682
H24 4.07927 0.89821 -1.88634  0.164
H25 5.79427 1.96438 -3.29460  0.374
H26 5.22522 2.75955 -5.58019  0.345
H27 2.90627 2.46741 -6.41694  0.342
H28 1.19950 1.39480 -4.99543  0.344

Forces on atoms 1 to 3 (eV/Å):
0.10 0.63 -1.29
0.13 0.09 -0.15
-0.04 0.00 -0.06

***

2.
Entry from the Open Molecules 2025 dataset: one molecule with the formula C19H19Cl3N2O4 (ωB97M-V/def2-TZVPD).

The calculation puts the LUMO energy at -1.229 eV. The total energy comes out at -2526.0161 Eh. The HOMO energy comes out at -7.27 eV. As for the charge: 0. As for the SMILES: COc1ccc(C(C)(C)C)cc1NC(=O)COC(=O)c1ncc(Cl)c(Cl)c1Cl.

Last column: Mulliken charge in e.
Geometry (Å):
C1 0.39747 3.01786 -1.29992  -1.179
H1 -0.02809 3.30344 -2.19657  0.397
O1 -0.36067 1.92760 -0.76806  -0.325
C2 0.06708 1.47736 0.38563  0.537
C3 1.07141 2.20295 1.24372  -2.154
C4 1.27609 1.38747 2.40409  -0.145
C5 0.69722 0.12341 2.76789  0.324
C6 -0.43411 -0.20279 1.91351  -0.278
C7 -0.66809 0.34611 0.64842  0.474
N1 -1.47681 -0.24328 -0.19163  -0.136
C8 -2.25716 -1.56878 -0.33403  0.589
O2 -2.14201 -2.26336 0.49091  -0.371
C9 -2.68252 -1.59151 -1.56306  -0.731
H2 -3.73619 -1.11272 -1.67372  0.266
H3 -3.19750 -2.65695 -1.61415  0.435
O3 -1.87075 -1.73155 -2.76532  -0.293
C10 -1.72865 -0.44861 -3.27648  0.370
O4 -2.47229 0.45631 -3.06680  -0.474
C11 -1.00468 -0.44021 -4.34214  0.146
N2 -1.32874 -0.50155 -5.69915  -0.507
C12 -0.47793 -0.28147 -6.72410  -0.383
C13 0.87738 -0.63463 -6.59415  0.320
C14 1.31148 -0.63646 -5.18556  0.436
C15 0.48999 -0.74923 -4.17976  -0.085
Cl1 0.79067 -0.48524 -2.53028  -0.147
Cl2 3.05263 -0.64023 -4.78783  -0.167
Cl3 2.16713 -0.38157 -7.79099  -0.164
H4 -1.04588 -0.30313 -7.63990  0.393
H5 -1.59971 0.26178 -1.08145  0.242
H6 -0.86020 -1.27179 2.22277  0.236
C16 0.68849 -0.34199 4.20097  1.566
C17 0.45848 0.79208 5.25296  -1.378
H7 -0.61599 0.91945 5.25281  0.393
H8 1.18825 1.62006 5.18129  0.336
H9 0.71290 0.25097 6.24688  0.338
C18 -0.19600 -1.71728 4.49102  -1.768
H10 -1.13143 -1.24943 4.45371  0.555
H11 0.26796 -2.65478 3.73880  0.218
H12 0.20048 -2.04991 5.42407  0.555
C19 2.21158 -0.85705 4.16220  -1.638
H13 2.63449 -1.30565 5.33779  0.183
H14 2.93724 -0.10318 4.03406  0.485
H15 2.60841 -1.45615 3.40277  0.540
H16 2.03006 1.89935 3.07259  0.220
H17 1.41056 2.95288 0.84703  1.001
H18 1.50911 3.00509 -1.26208  0.391
H19 0.25883 3.93634 -0.60876  0.379

Forces on atoms 1 to 3 (eV/Å):
0.19 1.98 3.42
-0.52 0.19 -2.05
1.30 2.64 -3.44